No. 1
40
Properties=species:S:1:pos:R:3:forces:R:3 method="wB97M-V/def2-TZVPD" energy_ev=-35301.964 total_charge=-1 de_lowest_kcal_mol=17.35 gap_ev=5.1 e_homo_ev=-3.477
Cs 0.5884 0.9717 3.2208 0.892 -0.206 -0.140
S 3.8715 -0.4091 2.4914 1.577 -1.542 0.655
O 5.1131 -0.1142 1.7918 0.280 0.498 -0.536
O 3.4111 0.7762 3.2545 -1.115 1.125 0.419
O 2.8165 -0.8126 1.5258 -1.696 0.353 -0.930
O 4.0568 -1.5465 3.4036 -0.167 -0.165 0.634
C 1.0931 2.9071 -2.0457 0.075 -0.236 -0.397
C -0.1287 2.8465 -1.1420 -0.860 0.496 1.295
C -1.2658 1.9874 -1.7413 1.120 0.773 -0.167
O -1.9209 2.6980 -2.7807 -0.118 -0.433 0.198
C -3.0729 3.4104 -2.3682 0.564 0.069 -0.357
N 0.1926 2.3632 0.2178 0.599 0.316 0.147
H 0.7920 3.0728 -3.0839 -0.018 -0.277 -0.012
H 1.6468 1.9699 -1.9298 -0.118 -0.078 -0.345
H 1.8265 3.6923 -1.8491 -0.312 0.154 0.503
H -0.5133 3.8583 -0.9479 -0.097 0.001 -0.594
H -2.0037 1.6750 -0.9993 0.207 -0.140 0.201
H -0.7176 1.1402 -2.1653 -0.654 -0.280 -0.134
H -2.9030 4.0775 -1.5158 0.304 0.131 -0.115
H -3.9080 2.7699 -2.0656 0.014 -0.248 -0.308
H -3.2825 3.9794 -3.2725 -0.636 0.230 0.311
H 1.2076 2.4283 0.2688 -0.034 -0.084 0.449
H 0.0126 1.3667 0.3629 0.090 -0.040 -0.802
C -1.4439 -1.7934 -0.7409 0.126 0.161 -0.655
C -0.6879 -1.5136 0.5436 0.092 -0.185 0.376
C -0.0722 -2.7267 1.2451 0.347 -0.803 -0.910
O -0.9783 -3.8189 1.2956 -0.595 0.217 0.163
C -0.3880 -5.0227 1.7376 0.326 0.673 0.922
N 0.3908 -0.5432 0.2801 -0.118 -0.799 0.166
H -1.8078 -0.8806 -1.2211 0.094 0.254 0.398
H -2.3202 -2.4337 -0.6625 0.271 -0.322 0.254
H -0.7337 -2.1809 -1.4795 -0.140 -0.421 0.071
H -1.3902 -1.1131 1.2875 -0.073 0.388 -0.155
H 0.3014 -2.4297 2.2331 -0.166 -0.093 0.132
H 0.8173 -3.0844 0.7103 0.103 0.367 -0.167
H -1.0918 -5.5281 2.4015 -0.170 -0.239 -0.378
H 0.4628 -4.7779 2.3867 0.153 -0.209 -0.208
H -0.0511 -5.6545 0.9144 -0.086 -0.033 -0.048
H 0.9259 -0.8925 -0.5193 -0.381 0.250 -0.260
H 1.1545 -0.7144 0.9575 0.319 0.378 0.323

***

No. 2
19
Properties=species:S:1:pos:R:3:forces:R:3 method="wB97M-V/def2-TZVPD" energy_ev=-9474.356 smiles=CC[C@@H](O)CCO total_charge=0 de_lowest_kcal_mol=17.97 gap_ev=10.7 e_homo_ev=-9.988
C 2.4141 -0.2029 0.7214 0.031 -0.033 0.029
C 1.2508 0.2031 -0.1782 -0.014 0.040 -0.079
C 0.0417 -0.7182 -0.0388 0.144 -0.001 -0.259
O -0.3789 -0.6424 1.3253 -0.189 -0.190 0.100
C -1.1146 -0.3657 -0.9926 0.020 0.030 -0.041
C -2.0482 0.7215 -0.4551 -0.234 -0.243 -0.135
O -1.3804 1.8945 -0.0391 0.090 0.003 0.257
H 3.2448 0.5040 0.6272 -0.114 -0.111 0.014
H 2.1011 -0.2285 1.7691 0.066 0.011 -0.144
H 2.7892 -1.1989 0.4564 -0.057 0.126 0.042
H 1.5628 0.1936 -1.2298 -0.042 -0.020 0.125
H 0.9409 1.2308 0.0351 0.094 -0.127 -0.043
H 0.3795 -1.7454 -0.2558 -0.053 0.146 0.054
H -1.0395 -1.3308 1.4745 0.108 0.156 0.053
H -1.7264 -1.2595 -1.1843 0.089 0.120 0.031
H -0.6980 -0.0570 -1.9588 -0.023 -0.033 0.127
H -2.6470 0.3145 0.3721 0.059 0.064 -0.117
H -2.7480 1.0228 -1.2411 0.090 -0.060 0.084
H -0.9436 1.6647 0.7924 -0.062 0.125 -0.099

***

No. 3
107
Properties=species:S:1:pos:R:3:forces:R:3 method="wB97M-V/def2-TZVPD" energy_ev=-129991.395 total_charge=0 gap_ev="5.2 / 6.5" multiplicity=3 e_homo_ev="-5.607 / -7.043"
Ti -0.3132 0.9504 0.8224 -0.273 -0.277 0.059
C 0.3629 -2.0866 3.9987 0.026 -0.037 -0.038
C -0.2914 -1.5219 5.1003 -0.017 -0.011 0.075
C -0.8291 -0.2631 4.9973 0.089 0.017 0.030
C -0.6943 0.4463 3.7953 -0.092 -0.002 -0.001
N -0.0625 -0.1073 2.7382 -0.025 0.019 -0.366
C 0.4392 -1.3495 2.8444 -0.047 -0.001 0.040
C -1.2372 1.7610 3.5430 0.113 -0.075 0.045
C -1.7074 2.6093 4.5324 -0.092 0.065 0.049
C -2.1212 3.8856 4.2075 0.009 0.001 0.005
C -2.0384 4.2959 2.8703 -0.072 0.043 0.074
C -1.5767 3.4254 1.9195 0.080 -0.013 -0.083
N -1.1829 2.1494 2.2287 -0.093 0.156 0.055
C -1.4199 3.7694 0.5023 0.112 0.084 0.105
C -1.7232 5.0138 -0.0450 -0.107 -0.026 -0.036
C -1.5420 5.2134 -1.3972 -0.016 0.093 0.002
C -1.0550 4.1768 -2.1840 0.020 -0.049 -0.051
C -0.7379 2.9875 -1.5692 -0.009 0.035 0.068
N -0.9058 2.7873 -0.2549 0.320 -0.147 0.031
H 0.7787 -3.0839 4.0350 -0.011 0.012 0.002
H -0.3898 -2.0815 6.0221 -0.002 0.017 -0.022
H -1.3683 0.1724 5.8265 0.021 0.001 -0.010
H 0.9103 -1.7411 1.9503 0.024 -0.027 -0.039
H -1.7206 2.2785 5.5614 0.000 -0.002 -0.003
H -2.4746 4.5647 4.9704 0.000 -0.009 -0.009
H -2.3311 5.2979 2.5920 -0.003 -0.010 0.013
H -2.0979 5.8098 0.5814 -0.014 -0.016 -0.018
H -1.7730 6.1741 -1.8397 0.002 -0.015 0.014
H -0.8949 4.2935 -3.2463 0.000 -0.001 0.015
H -0.3166 2.1656 -2.1292 -0.003 -0.010 -0.004
C 2.7813 4.6539 -2.7400 -0.007 -0.006 0.015
C 2.7687 3.4659 -3.4580 -0.005 -0.014 0.012
C 2.6037 2.2535 -2.7971 0.002 0.017 0.024
C 2.4316 2.1959 -1.4099 0.037 0.010 -0.061
C 2.4485 3.4079 -0.7079 0.005 0.022 -0.070
C 2.6297 4.6209 -1.3591 0.000 -0.023 -0.011
Si 2.0184 0.5668 -0.5258 -0.212 0.078 0.144
C 3.5904 -0.0079 0.3777 0.045 0.018 0.023
C 3.7687 -1.3696 0.6521 0.041 0.005 0.017
C 4.9076 -1.8390 1.2956 -0.015 0.030 0.025
C 5.8929 -0.9466 1.7023 -0.024 -0.007 0.002
C 5.7297 0.4100 1.4550 -0.024 0.010 -0.028
C 4.5952 0.8698 0.7958 -0.009 -0.029 0.033
H 2.9131 5.5992 -3.2525 0.002 -0.008 0.006
H 2.8949 3.4811 -4.5344 -0.001 0.001 0.013
H 2.6031 1.3338 -3.3727 -0.009 0.008 0.011
H 2.3066 3.4028 0.3679 0.014 0.013 -0.020
H 2.6436 5.5424 -0.7885 -0.001 -0.008 -0.004
H 1.9653 -0.4182 -1.6502 0.026 -0.008 -0.044
H 3.0189 -2.0856 0.3235 0.007 0.010 -0.008
H 5.0319 -2.9019 1.4699 0.000 0.007 0.000
H 6.7834 -1.3074 2.2026 -0.009 0.003 -0.004
H 6.4940 1.1132 1.7664 -0.018 -0.019 -0.008
H 4.4903 1.9317 0.6010 0.012 -0.008 -0.004
S 1.8860 2.8076 2.9305 0.095 0.024 -0.129
C 2.9266 1.8223 3.8009 -0.035 -0.033 0.060
N 2.9776 0.4821 3.5511 0.014 0.048 0.001
C 3.7191 -0.4133 4.2409 -0.003 0.002 -0.060
C 4.5049 -0.0052 5.2693 0.019 -0.027 0.013
C 4.5370 1.3761 5.5604 -0.008 0.054 -0.009
C 3.7822 2.2627 4.8498 -0.014 -0.035 0.041
H 2.4335 0.1653 2.7563 0.030 0.019 0.004
H 3.6439 -1.4358 3.9026 0.004 0.000 0.010
H 5.0957 -0.7204 5.8203 0.002 0.014 0.002
H 5.1706 1.7397 6.3602 -0.002 -0.012 -0.008
H 3.7967 3.3204 5.0661 -0.014 -0.001 -0.002
C 0.8547 -3.4600 -2.0029 0.053 -0.024 -0.012
Si -0.9169 -3.8766 -1.5449 -0.006 0.050 -0.005
C -0.9786 -4.3839 0.2617 -0.009 -0.020 0.031
C -1.4741 -5.3292 -2.6040 -0.022 -0.056 -0.025
Si -2.3313 -2.0403 -1.8969 -0.013 -0.109 -0.035
Te -2.4385 -0.6275 0.1656 0.094 0.069 0.012
Si -4.5351 -2.8507 -1.9417 0.026 0.012 0.019
C -4.7600 -3.9983 -0.4700 -0.020 -0.039 0.031
C -5.7651 -1.4395 -1.8101 -0.034 0.028 -0.004
C -4.9292 -3.8208 -3.5061 -0.023 -0.023 -0.035
Si -1.8676 -0.8620 -3.8591 -0.030 0.029 0.058
C -3.0921 0.5539 -4.0120 -0.038 0.026 -0.020
C -2.0248 -2.0223 -5.3315 0.025 -0.010 -0.061
C -0.1267 -0.1678 -3.9035 0.070 -0.004 -0.062
H 1.5316 -4.2641 -1.6963 -0.015 0.025 -0.011
H 1.1812 -2.5338 -1.5261 0.012 0.003 0.003
H 0.9645 -3.3277 -3.0829 -0.012 0.007 0.030
H -0.2996 -5.2218 0.4493 -0.017 0.027 -0.002
H -1.9872 -4.6874 0.5541 0.045 0.017 -0.004
H -0.6935 -3.5467 0.9034 -0.005 -0.015 -0.001
H -0.7682 -6.1602 -2.5062 -0.031 0.022 -0.008
H -1.5283 -5.0591 -3.6624 0.002 -0.007 0.039
H -2.4601 -5.6899 -2.2987 0.040 0.012 -0.021
H -4.4335 -3.5191 0.4567 -0.008 -0.016 -0.034
H -4.1857 -4.9201 -0.6002 -0.019 0.039 0.026
H -5.8134 -4.2732 -0.3597 0.029 -0.001 0.002
H -5.5623 -0.8175 -0.9353 -0.007 -0.023 -0.037
H -6.7818 -1.8354 -1.7248 0.020 0.015 -0.001
H -5.7270 -0.7996 -2.6955 -0.001 -0.007 0.044
H -4.1915 -4.6008 -3.7092 -0.026 0.035 0.001
H -4.9827 -3.1668 -4.3797 0.009 -0.018 0.022
H -5.9061 -4.3022 -3.3951 0.030 0.006 -0.018
H -4.1077 0.1824 -4.1711 0.032 0.019 0.014
H -2.8351 1.2024 -4.8551 -0.006 -0.012 0.019
H -3.0989 1.1580 -3.0999 -0.001 -0.020 -0.029
H -2.9974 -2.5146 -5.3831 0.023 0.019 0.013
H -1.2555 -2.7993 -5.2861 -0.044 0.019 -0.005
H -1.8768 -1.4655 -6.2626 -0.004 -0.034 0.024
H 0.1431 0.3777 -2.9993 -0.019 -0.033 0.008
H -0.0228 0.5106 -4.7570 0.021 -0.010 0.029
H 0.6083 -0.9687 -4.0182 -0.006 0.031 0.017

***

No. 4
69
Properties=species:S:1:pos:R:3:forces:R:3 method="wB97M-V/def2-TZVPD" energy_ev=-44254.840 smiles="COc1ccc(OCC(=O)Nc2c(C(=O)N3CCC(N4CCCCC4)CC3)oc3ccccc23)cc1" total_charge=0 de_lowest_kcal_mol=585.27 gap_ev=7.4 e_homo_ev=-7.118
C -3.2825 4.9679 0.8691 1.494 0.342 -2.108
O -2.9388 4.1187 1.9032 -0.009 -0.231 2.152
C -1.6713 3.8783 2.2883 2.260 1.131 -1.079
C -1.4073 3.3017 3.4547 -9.626 -2.454 4.083
C -0.3226 2.7523 3.9623 0.599 0.184 0.706
C 0.6754 3.0916 3.2427 10.324 0.058 -4.663
O 2.2788 2.5764 3.5376 -6.601 8.681 -14.232
C 2.4477 2.1339 4.5835 -3.851 -8.592 14.505
C 1.7981 0.4128 4.6529 3.227 8.030 0.164
O 1.7374 -0.0151 5.7083 -0.987 -4.013 6.818
N 1.5010 0.0211 3.5057 1.267 2.784 -8.756
C 1.0394 -1.0609 2.9598 -2.079 -6.960 2.067
C 1.0130 -1.5151 1.7015 2.142 1.167 -4.215
C 1.6274 -0.7950 0.4573 -3.042 5.532 13.363
O 1.7652 0.4038 0.8790 1.144 0.520 -0.689
N 1.7450 -1.1222 -0.6695 -0.264 -6.102 -11.798
C 1.2664 -2.5896 -1.0690 4.039 5.019 -7.627
C 0.0688 -2.5074 -2.1147 13.003 -2.954 -5.250
C 0.5063 -1.2921 -3.3837 1.556 -6.641 1.646
N -0.4267 -1.6957 -4.3979 -5.959 3.707 6.261
C -0.2075 -1.4239 -5.6652 3.790 -0.014 -5.524
C -0.1708 0.0083 -6.3333 6.219 -2.960 0.475
C -1.3956 0.5134 -6.1177 -7.821 6.000 1.718
C -1.7288 0.6083 -4.6176 -8.935 -11.374 -10.028
C -1.7727 -0.9384 -4.1449 2.724 2.769 3.486
C 0.8167 0.0452 -2.7189 10.957 -8.119 -8.150
C 1.9905 -0.1660 -1.9136 -1.228 1.894 7.315
O 0.6037 -2.8318 1.4671 1.531 2.968 -5.264
C 0.3189 -3.3068 2.5327 -5.075 -3.533 13.798
C -0.4776 -4.4188 2.9665 2.635 0.856 -5.767
C -0.7412 -4.7130 4.2500 1.483 3.832 2.466
C -0.4559 -3.9675 5.3448 3.929 6.010 -4.255
C 0.3667 -2.5354 5.0692 -5.543 -10.056 -2.541
C 0.5285 -2.3217 3.8073 1.781 1.497 -8.512
C 0.8113 3.7413 1.9818 -9.380 -0.957 6.534
C -0.4644 4.1572 1.6201 -1.021 2.450 -4.812
H -2.6790 5.9432 0.8026 -0.627 -1.347 0.309
H -3.0033 4.3069 -0.0354 -1.185 1.685 0.445
H -4.3395 5.2525 1.0257 0.538 -0.503 -0.540
H -2.4603 2.9398 4.0918 2.812 1.307 -1.804
H -0.2266 2.1509 4.7702 -0.100 -1.573 2.589
H 1.9152 2.4952 5.6712 1.273 -0.232 -2.630
H 3.4081 1.9593 4.6904 5.135 -0.902 1.704
H 1.9279 0.6075 2.5585 -1.397 -0.948 2.540
H 1.1337 -3.2831 -0.3803 -0.247 -2.360 3.356
H 2.3392 -2.8658 -1.7587 -3.276 0.151 1.901
H 0.3010 -3.5372 -2.6167 -2.051 1.949 0.634
H -0.6727 -2.1185 -1.7638 -9.249 3.008 4.075
H 1.4416 -1.9084 -3.7018 -0.754 1.758 0.277
H 0.6809 -2.0153 -5.7105 1.826 0.176 -1.850
H -0.8529 -1.9838 -6.2384 -1.977 -1.362 -1.477
H 0.6130 0.4483 -5.6497 -0.309 0.561 -1.529
H -0.0095 0.0018 -7.4298 1.054 -0.405 0.734
H -1.7278 1.5683 -6.4231 1.560 -0.782 -0.455
H -2.2051 0.0065 -6.6709 0.211 -0.618 0.477
H -1.1746 0.9898 -4.0845 10.273 7.618 9.063
H -2.7035 0.9458 -4.5368 -1.909 0.902 0.519
H -1.9791 -0.7940 -3.0402 0.154 -1.019 -0.968
H -2.5419 -1.4186 -4.6036 -2.132 -1.577 -1.310
H 1.2609 0.5745 -3.4450 0.320 3.245 -2.800
H 0.1095 0.2372 -2.2843 -13.353 5.265 8.198
H 2.1484 0.8349 -1.3691 0.361 -1.538 -0.694
H 2.8306 -0.4573 -2.3899 2.615 -1.177 -1.571
H -0.7000 -5.1868 2.2042 -0.083 0.374 0.349
H -0.9934 -5.6009 4.5510 -2.410 -5.217 0.726
H -0.7783 -4.1395 6.2748 -0.797 -0.993 3.404
H 0.5700 -2.0095 5.8115 1.761 4.929 6.160
H 1.5900 3.7710 1.4567 6.312 0.522 -3.923
H -0.6652 4.7691 0.6243 0.968 -1.369 1.805

***

No. 5
58
Properties=species:S:1:pos:R:3:forces:R:3 method="wB97M-V/def2-TZVPD" energy_ev=-47218.097 smiles="CCOC(=O)CSc1nnc(CNC(=O)c2ccc(OC)cc2)n1C1CCCCC1" total_charge=0 de_lowest_kcal_mol=40.77 gap_ev=9.4 e_homo_ev=-8.635
C -1.9455 -2.5077 -0.6576 0.301 -0.199 0.256
C -1.3538 -2.9012 0.6868 -0.459 0.475 0.082
O -0.1218 -3.6032 0.4796 -0.082 -0.416 -0.140
C 0.9988 -3.0259 0.8807 0.145 -0.091 0.193
O 1.0691 -2.0057 1.5149 -0.063 0.045 0.100
C 2.2035 -3.8303 0.4249 0.127 0.334 -0.224
S 3.5081 -2.6674 -0.0857 0.185 -0.295 0.079
C 2.4569 -1.6075 -0.9894 0.260 -0.031 -0.022
N 1.4849 -2.0240 -1.7512 0.493 -0.692 0.121
N 0.8160 -0.9387 -2.1598 -0.490 0.865 -0.338
C 1.3901 0.1213 -1.6499 0.099 -0.112 0.057
C 0.8030 1.4795 -1.8585 -0.001 0.247 0.043
N -0.6240 1.3967 -1.6256 -0.035 0.117 -0.268
C -1.1124 1.6449 -0.3751 -0.044 0.073 -0.381
O -0.4564 2.2224 0.4712 0.075 -0.011 0.288
C -2.5002 1.1724 -0.1389 -0.248 -0.047 0.092
C -3.4474 1.0522 -1.1481 0.266 0.043 0.218
C -4.7191 0.5812 -0.8740 -0.387 -0.149 0.016
C -5.0610 0.2079 0.4233 0.166 0.037 0.007
O -6.2697 -0.2826 0.7986 0.305 0.079 0.200
C -7.2780 -0.4217 -0.1740 -0.177 -0.028 -0.185
C -4.1125 0.3378 1.4420 -0.192 -0.057 -0.065
C -2.8562 0.8233 1.1639 0.016 0.034 -0.134
N 2.4597 -0.2457 -0.8866 -0.363 -0.624 -0.492
C 3.3521 0.5202 -0.0415 0.066 0.508 0.325
C 4.0544 1.6436 -0.8032 0.245 -0.257 0.087
C 5.0339 2.3477 0.1324 -0.240 0.240 -0.080
C 4.3028 2.8892 1.3579 0.257 -0.189 0.148
C 3.6039 1.7586 2.1072 -0.177 0.225 -0.134
C 2.6148 1.0418 1.1945 0.267 -0.213 0.162
H -2.8351 -1.9041 -0.4997 -0.155 0.075 0.017
H -1.2178 -1.9357 -1.2292 -0.009 0.076 -0.043
H -2.2050 -3.3952 -1.2282 -0.075 -0.070 -0.104
H -1.1569 -2.0165 1.3005 -0.069 -0.218 -0.061
H -2.0152 -3.5829 1.2282 0.118 0.080 -0.015
H 2.6156 -4.4099 1.2505 -0.053 -0.022 0.007
H 1.9361 -4.4767 -0.4086 -0.013 0.014 0.145
H 1.2019 2.2060 -1.1508 -0.006 -0.053 -0.181
H 0.9832 1.8174 -2.8841 0.049 0.018 0.175
H -1.0988 0.7132 -2.1963 -0.008 -0.045 0.163
H -3.2114 1.3535 -2.1581 0.026 0.018 -0.097
H -5.4345 0.5109 -1.6781 -0.084 -0.016 -0.041
H -8.1424 -0.8206 0.3541 0.040 0.029 -0.084
H -6.9823 -1.1208 -0.9628 -0.002 0.041 0.028
H -7.5410 0.5423 -0.6205 0.023 -0.040 0.009
H -4.3954 0.0540 2.4431 -0.025 -0.038 0.130
H -2.1219 0.9360 1.9468 0.071 0.011 0.081
H 4.1165 -0.1941 0.2920 -0.130 0.168 -0.039
H 3.3278 2.3689 -1.1704 -0.060 0.024 -0.052
H 4.5834 1.2285 -1.6649 -0.065 0.008 -0.047
H 5.5267 3.1623 -0.4017 0.082 -0.048 -0.001
H 5.8037 1.6411 0.4508 0.093 -0.018 -0.003
H 5.0131 3.3897 2.0185 -0.027 0.092 -0.003
H 3.5611 3.6264 1.0431 -0.033 0.092 -0.003
H 3.0728 2.1573 2.9722 0.034 -0.057 0.078
H 4.3500 1.0465 2.4681 0.046 -0.034 0.092
H 1.8131 1.7252 0.9118 -0.042 -0.012 -0.081
H 2.1587 0.1977 1.7154 -0.044 0.011 -0.082

***

No. 6
13
Properties=species:S:1:pos:R:3:forces:R:3 method="wB97M-V/def2-TZVPD" energy_ev=-14853.530 total_charge=+1 de_lowest_kcal_mol=43.09 gap_ev=9.7 e_homo_ev=-14.209
C 0.3160 -0.9955 -0.6343 3.748 4.369 0.137
C -0.2129 0.4028 -1.2292 -2.141 0.114 -1.307
C -0.1153 1.1109 0.8890 -1.309 -1.459 0.139
N 0.3776 -0.8181 0.8371 1.729 1.531 1.826
O 0.1926 1.4222 -0.3332 0.976 -0.402 1.064
I -2.1757 0.9732 1.5220 0.191 -0.156 -0.344
H -0.1096 -1.8329 -0.9843 -2.236 -2.787 -0.986
H 1.4306 -1.0616 -1.0281 -2.164 0.127 1.068
H 0.2265 0.7134 -2.2138 -0.428 -0.779 0.912
H -1.3690 0.5578 -1.2708 1.886 -1.035 -0.195
H 0.2975 1.6493 1.7131 1.252 0.123 0.066
H -0.2787 -1.1850 1.6084 1.073 0.102 -2.211
H 1.4203 -0.9366 1.1241 -2.576 0.252 -0.169